Entry 1:
# C5H11BrN

The ion C5H11BrN with charge +1 at a distorted geometry (ωB97M-V/def2-TZVPD, OMol25).

Summary:
Frontier orbital gap (spin up / spin down) = 8.4 / 8.4 eV
Largest force on an atom = 9.56 eV/Å
HOMO (spin up / spin down) = -14.6 / -14.6 eV
ΔE to the lowest compared entry with this formula, charge and spin = 80.57 kcal/mol

The geometry in ORCA input format:
```
! RIJCOSX wB97M-V def2-TZVPD def2/J DEFGRID3
* xyz 1 1
C -0.44 1.98 0.88
C -0.33 1.24 -0.47
N 0.64 0.18 -0.28
C 2.05 0.74 -0.60
Br 3.55 -0.01 0.15
C 0.45 -0.97 0.55
C 1.12 -2.26 0.04
H -0.45 1.16 1.51
H 0.45 2.74 1.14
H -1.46 2.38 0.98
H -0.22 1.85 -1.35
H -1.30 0.70 -0.56
H 2.15 1.57 -1.31
H 0.91 -1.10 1.60
H -0.65 -1.19 0.72
H 2.07 -2.43 0.51
H 0.60 -3.10 0.42
H 1.14 -2.40 -1.05
*
```

Entry 2:
# C5H11BrO2Si

A cluster of 2 separate species, C5H11BrO2Si in total at a distorted geometry (ωB97M-V/def2-TZVPD, OMol25).

Summary:
Frontier orbital gap (spin up / spin down) = 4.8 / 4.8 eV
Largest force on an atom = 5.97 eV/Å
HOMO (spin up / spin down) = -7.1 / -7.1 eV
ΔE to the lowest compared entry with this formula, charge and spin = 56.01 kcal/mol

The geometry in ORCA input format:
```
! RIJCOSX wB97M-V def2-TZVPD def2/J DEFGRID3
* xyz 0 1
C -1.28 -0.70 -1.76
C -0.24 -1.80 -1.72
C -0.86 -1.36 -0.37
C 2.13 1.46 -0.23
C -1.45 1.03 2.93
O 0.89 1.13 0.42
O -1.18 0.08 1.84
Si 0.01 -0.17 0.72
Br 3.64 -1.22 -2.24
H -1.07 0.39 -2.12
H -2.15 -1.11 -2.05
H -0.48 -2.77 -2.11
H 0.90 -1.54 -1.89
H -1.49 -1.88 0.21
H 2.00 1.88 -1.21
H 2.63 0.48 -0.43
H 2.72 2.14 0.39
H -1.41 2.02 2.64
H -0.83 0.89 3.76
H -2.47 1.03 3.21
*
```

Entry 3:
# C5H11Cl2N3O7P2PmS

A structure of composition C5H11Cl2N3O7P2PmS at a distorted geometry (ωB97M-V/def2-TZVPD, OMol25).

Summary:
Frontier orbital gap (spin up / spin down) = 8.5 / 8.6 eV
Largest force on an atom = 2.84 eV/Å
HOMO (spin up / spin down) = -12.5 / -12.5 eV
ΔE to the lowest compared entry with this formula, charge and spin = 0.00 kcal/mol

The geometry in ORCA input format:
```
! RIJCOSX wB97M-V def2-TZVPD def2/J DEFGRID3
* xyz 1 5
Pm 4.98 -0.79 13.91
Cl 3.01 -0.11 15.71
C 4.01 1.19 16.62
Cl 5.74 1.03 16.06
H 3.99 0.96 17.66
H 3.73 2.23 16.36
O 7.43 -1.65 14.39
P 7.40 -2.61 13.03
O 8.74 -3.08 12.62
O 6.45 -1.71 12.25
O 6.43 -3.90 13.56
P 4.93 -3.65 14.34
O 4.63 -5.15 14.80
O 4.02 -3.09 13.25
O 4.93 -2.65 15.48
H 8.17 -1.95 14.99
H 5.46 -5.66 14.92
C -0.56 2.04 11.06
C 0.46 1.90 12.18
C 1.68 1.15 11.72
N 2.57 0.85 12.64
N 3.66 0.15 12.11
C 3.59 -0.06 10.81
N 4.59 -0.64 10.14
S 2.14 0.65 10.10
H -1.53 2.41 11.32
H -0.79 1.04 10.66
H -0.20 2.66 10.24
H -0.02 1.34 13.05
H 0.75 2.84 12.62
H 5.34 -1.15 10.71
H 4.50 -0.69 9.15
*
```

Entry 4:
# C5H11ClCoF3Sc

A structure of composition C5H11ClCoF3Sc at a distorted geometry (ωB97M-V/def2-TZVPD, OMol25).

Summary:
Frontier orbital gap (spin up / spin down) = 5.5 / 6.6 eV
Largest force on an atom = 3.54 eV/Å
HOMO (spin up / spin down) = -3.5 / -4.8 eV
ΔE to the lowest compared entry with this formula, charge and spin = 57.96 kcal/mol

The geometry in ORCA input format:
```
! RIJCOSX wB97M-V def2-TZVPD def2/J DEFGRID3
* xyz -1 5
Sc 2.15 -0.31 0.34
Cl 3.88 -1.05 -1.04
C 2.07 1.82 0.58
H 2.10 2.12 1.62
H 1.22 2.28 0.08
H 3.01 2.14 0.07
Co -1.04 -0.13 -0.92
C -1.44 -2.09 -0.55
C -1.42 0.30 -2.98
C -2.07 0.83 0.22
H -1.99 1.24 -3.04
H -0.47 0.43 -3.56
H -2.01 -0.51 -3.46
H -2.04 -2.17 0.35
H -1.99 -2.55 -1.39
H -0.51 -2.70 -0.40
H -1.94 1.95 0.40
H -2.61 0.27 1.11
F 2.48 -0.26 3.51
C 1.34 -0.43 2.74
F 0.88 -1.66 3.11
F 0.42 0.48 3.22
*
```

Entry 5:
# C5H11ClF3Mn2O3S

A structure of composition C5H11ClF3Mn2O3S at a distorted geometry (ωB97M-V/def2-TZVPD, OMol25).

Summary:
Frontier orbital gap (spin up / spin down) = 3.1 / 5.1 eV
Largest force on an atom = 3.15 eV/Å
HOMO (spin up / spin down) = 1.9 / -0.2 eV

The geometry in ORCA input format:
```
! RIJCOSX wB97M-V def2-TZVPD def2/J DEFGRID3
* xyz -2 10
Mn 1.72 -1.23 0.50
Cl 2.44 -3.12 1.57
C 0.12 -0.78 -0.99
H -0.01 0.30 -1.11
H -0.80 -1.30 -1.45
H 0.94 -1.02 -1.72
Mn -1.88 -1.13 -0.10
C -2.16 -1.52 1.78
C -2.42 -2.84 -0.84
C -2.94 0.31 -0.49
H -3.00 -2.64 -1.77
H -1.45 -3.35 -1.05
H -3.01 -3.34 -0.05
H -2.55 -0.59 2.25
H -2.87 -2.37 1.82
H -1.15 -1.80 2.16
H -3.22 0.67 -1.53
H -3.43 0.99 0.26
F 3.69 2.40 2.77
C 2.34 2.37 2.62
F 1.82 1.53 3.54
F 1.88 3.62 2.87
S 1.85 1.72 0.91
O 0.43 1.39 1.04
O 2.24 2.83 0.08
O 2.71 0.51 0.71
*
```

Entry 6:
# C5H11ClNP

A cluster of 2 separate species, C5H11ClNP in total at a distorted geometry (ωB97M-V/def2-TZVPD, OMol25).

Summary:
Frontier orbital gap = 8.4 eV
Largest force on an atom = 2.79 eV/Å
HOMO = -8.3 eV
ΔE to the lowest compared entry with this formula, charge and spin = 16.11 kcal/mol

The geometry in ORCA input format:
```
! RIJCOSX wB97M-V def2-TZVPD def2/J DEFGRID3
* xyz 0 1
C -1.58 0.29 -0.98
C -0.95 1.05 0.24
C -0.37 -0.49 -1.46
C 0.10 0.13 0.67
C 0.72 -0.03 2.05
N 0.34 -0.80 -0.24
P 1.87 -1.60 -0.05
Cl 1.96 1.86 -0.48
H -2.25 -0.40 -0.49
H -2.15 1.02 -1.63
H -0.51 2.14 0.15
H -1.85 1.05 0.94
H -0.65 -1.28 -2.07
H 0.37 0.11 -1.92
H 0.91 -1.13 2.34
H 0.25 0.49 2.91
H 1.72 0.23 1.99
H 2.60 -0.44 -0.56
H 1.85 -1.97 -1.33
*
```

Entry 7:
# C5H11ClNPrScSe

A structure of composition C5H11ClNPrScSe at a distorted geometry (ωB97M-V/def2-TZVPD, OMol25).

Summary:
Frontier orbital gap (spin up / spin down) = 3.8 / 3.9 eV
Largest force on an atom = 16.31 eV/Å
HOMO (spin up / spin down) = -2.4 / -2.5 eV

The geometry in ORCA input format:
```
! RIJCOSX wB97M-V def2-TZVPD def2/J DEFGRID3
* xyz -1 3
Pr 0.10 -0.12 2.20
Cl 0.00 1.76 0.65
C -1.79 -0.96 2.44
H -1.64 -1.74 3.17
H -2.08 -1.34 1.49
H -2.48 -0.22 2.79
Sc 0.69 0.10 -2.56
C -1.34 0.68 -2.47
C 2.30 1.23 -1.81
C 1.09 -1.62 -3.33
H 2.82 0.64 -1.04
H 3.02 1.42 -2.62
H 1.98 2.18 -1.38
H -1.89 -0.07 -1.89
H -1.47 1.66 -2.02
H -1.76 0.68 -3.49
H 0.33 -2.28 -3.72
H 2.10 -2.01 -3.39
Se 0.00 0.00 7.22
C 0.00 0.00 5.41
N 0.00 0.01 4.34
*
```

Entry 8:
# C5H11ClOSi

A cluster of 2 separate species, C5H11ClOSi in total at a distorted geometry (ωB97M-V/def2-TZVPD, OMol25).

Summary:
Frontier orbital gap (spin up / spin down) = 8.8 / 7.1 eV
Largest force on an atom = 6.32 eV/Å
HOMO (spin up / spin down) = -9.1 / -7.2 eV
ΔE to the lowest compared entry with this formula, charge and spin = 154.04 kcal/mol

The geometry in ORCA input format:
```
! RIJCOSX wB97M-V def2-TZVPD def2/J DEFGRID3
* xyz 0 1
C -1.72 1.49 0.02
C -1.03 1.69 1.09
C -3.19 1.92 -0.26
C 1.36 -2.96 0.22
C 3.24 0.63 -0.84
O 1.98 -1.79 -0.31
Si 2.46 -0.50 0.53
Cl 4.12 1.95 0.05
H -1.14 0.96 -0.65
H -1.36 2.27 1.86
H -3.12 2.89 -0.38
H -3.68 1.71 0.72
H -3.46 1.28 -1.06
H 0.76 -3.41 -0.52
H 0.63 -2.62 0.89
H 1.84 -3.64 0.87
H 2.56 1.02 -1.46
H 3.81 -0.05 -1.51
H 3.21 -0.98 1.61
*
```

Entry 9:
# C5H11CrO3

A structure of composition C5H11CrO3 at a distorted geometry (ωB97M-V/def2-TZVPD, OMol25).

Summary:
Frontier orbital gap (spin up / spin down) = 6.9 / 7.0 eV
Largest force on an atom = 2.20 eV/Å
HOMO (spin up / spin down) = -6.6 / -6.8 eV
ΔE to the lowest compared entry with this formula, charge and spin = 12.65 kcal/mol

The geometry in ORCA input format:
```
! RIJCOSX wB97M-V def2-TZVPD def2/J DEFGRID3
* xyz 0 6
O 0.30 2.39 -2.06
C 0.33 2.81 -0.76
C 1.19 1.92 0.15
O 0.81 0.54 0.07
C 0.44 -0.19 1.23
C -0.67 -1.13 0.83
O -0.31 -1.75 -0.40
C -1.12 -2.86 -0.75
Cr 0.55 -0.39 -1.71
H -0.68 2.87 -0.29
H 0.78 3.83 -0.62
H 1.13 2.24 1.21
H 2.22 1.91 -0.24
H 0.10 0.47 2.04
H 1.33 -0.75 1.55
H -1.62 -0.59 0.69
H -0.80 -1.89 1.61
H -0.83 -3.18 -1.76
H -0.96 -3.68 -0.04
H -2.18 -2.57 -0.75
*
```

Entry 10:
# C5H11CrO4

A structure of composition C5H11CrO4 at a distorted geometry (ωB97M-V/def2-TZVPD, OMol25).

Summary:
Frontier orbital gap (spin up / spin down) = 5.3 / 7.6 eV
Largest force on an atom = 3.67 eV/Å
HOMO (spin up / spin down) = -12.7 / -13.1 eV
ΔE to the lowest compared entry with this formula, charge and spin = 15.59 kcal/mol

The geometry in ORCA input format:
```
! RIJCOSX wB97M-V def2-TZVPD def2/J DEFGRID3
* xyz 1 5
C 0.03 -3.46 1.93
O -0.32 -3.13 0.62
H -0.37 -2.74 2.67
H -0.41 -4.45 2.16
H 1.13 -3.55 2.06
O 2.48 1.55 -1.00
C 2.15 0.23 -0.72
C 0.67 -0.01 -0.76
O -0.03 1.07 -0.29
C -1.40 1.30 -0.65
C -1.67 2.78 -0.37
O -0.65 3.58 -0.87
Cr 1.05 2.76 -0.74
H 2.52 -0.08 0.29
H 2.62 -0.48 -1.43
H 0.03 -2.18 0.32
H 0.16 -0.80 -1.32
H -2.06 0.63 -0.07
H -1.51 1.07 -1.73
H -1.79 2.90 0.73
H -2.65 3.02 -0.82
*
```

Entry 11:
# C5H11CuMgO4

A structure of composition C5H11CuMgO4 at a distorted geometry (ωB97M-V/def2-TZVPD, OMol25).

Summary:
Frontier orbital gap (spin up / spin down) = 4.3 / 7.8 eV
Largest force on an atom = 2.65 eV/Å
HOMO (spin up / spin down) = -4.2 / -7.9 eV
ΔE to the lowest compared entry with this formula, charge and spin = 1.73 kcal/mol

The geometry in ORCA input format:
```
! RIJCOSX wB97M-V def2-TZVPD def2/J DEFGRID3
* xyz 0 3
O 2.01 -0.61 1.10
C 1.73 -1.92 0.73
C 0.69 -1.90 -0.38
O -0.35 -1.02 0.03
C -1.24 -0.57 -0.99
C -2.16 0.42 -0.33
O -1.34 1.38 0.34
C -2.05 2.48 0.90
Mg 0.43 0.65 1.12
H 1.36 -2.50 1.58
H 2.62 -2.44 0.34
H 0.27 -2.90 -0.57
H 1.13 -1.51 -1.31
H -1.82 -1.41 -1.40
H -2.81 -0.06 0.41
H -2.78 0.93 -1.09
H -1.31 3.13 1.38
H -2.58 3.03 0.11
H -2.76 2.11 1.66
Cu 2.79 0.72 2.11
O 1.58 2.01 1.76
H -0.65 -0.11 -1.83
*
```

Entry 12:
# C5H11CuO2

A structure of composition C5H11CuO2 at a distorted geometry (ωB97M-V/def2-TZVPD, OMol25).

Summary:
Frontier orbital gap (spin up / spin down) = 9.0 / 8.1 eV
Largest force on an atom = 1.82 eV/Å
HOMO (spin up / spin down) = -14.4 / -14.7 eV

The geometry in ORCA input format:
```
! RIJCOSX wB97M-V def2-TZVPD def2/J DEFGRID3
* xyz 1 2
C 1.34 -1.46 -1.16
C 1.17 -1.05 -2.62
H 1.56 -0.56 -0.50
H 2.22 -2.10 -1.03
H 0.37 -0.30 -2.74
H 0.91 -1.92 -3.25
H 2.09 -0.62 -3.03
O -1.15 1.67 3.04
C 0.00 1.41 2.38
C 0.03 0.83 1.02
O -0.85 0.21 0.36
C -2.35 0.33 0.52
Cu -2.73 1.15 2.36
H 0.69 0.71 2.91
H 0.66 2.31 2.25
H 0.85 1.20 0.38
H -2.67 -0.69 0.27
H -2.61 0.95 -0.35
H 0.49 -2.06 -0.81
*
```